# 1
This record from the OMol25 dataset describes a structure of composition C4H9NO. The level of theory is ωB97M-V/def2-TZVPD.

Each line ends with the natural charge from an NBO analysis.
Cartesian coordinates (Å):
C  1.743  0.003  0.251  -0.612
C  0.534  -0.341  -0.621  -0.577
C  -1.085  -0.001  0.043  0.156
N  -1.243  1.186  0.522  -0.319
O  -0.401  2.133  -0.149  -0.620
C  -1.788  -1.185  0.157  -0.576
H  1.538  0.927  0.795  0.242
H  1.971  -0.791  0.969  0.207
H  2.624  0.162  -0.379  0.223
H  0.385  0.468  -1.344  0.304
H  0.623  -1.267  -1.202  0.242
H  -0.522  2.914  0.403  0.479
H  -2.799  -1.184  0.554  0.230
H  -1.430  -2.086  -0.326  0.215
H  -0.150  -0.938  0.327  0.407

Properties
HOMO level: -7.453 eV
Relative energy (zero: lowest compared OMol25 entry of this formula, charge and spin): 166.5 kcal per mole
E_tot: -7825.10195 eV

---

# 2
This record from the OMol25 dataset describes a cluster of 27 separate species, C3H56Cl2O29S in total at a distorted geometry. The level of theory is ωB97M-V/def2-TZVPD.

Each line ends with the Löwdin charge.
Cartesian coordinates (Å):
C  -3.417  0.752  2.435  -0.085
C  -1.792  1.089  2.643  -0.491
Cl  -1.183  1.889  4.245  0.528
C  -0.786  0.726  1.567  -0.592
Cl  1.048  1.084  1.859  0.596
O  -1.233  0.064  0.298  -0.349
S  -0.459  0.957  -0.931  0.986
O  -0.761  0.204  -2.276  -0.450
O  -1.129  2.509  -1.147  -0.309
H  -3.600  0.519  1.299  0.076
H  -3.653  -0.267  3.012  0.107
H  -4.108  1.637  2.813  0.101
H  -0.378  3.149  -1.392  0.060
O  -0.143  4.801  2.245  -0.058
H  -0.318  4.017  2.787  -0.007
H  -0.228  5.540  2.867  0.064
O  0.070  -2.059  3.164  -0.070
H  0.720  -1.395  2.889  -0.022
H  0.194  -2.784  2.533  0.032
O  -1.795  -4.124  1.290  -0.061
H  -2.283  -3.578  0.656  0.006
H  -2.025  -3.745  2.152  0.037
O  -2.691  1.671  -4.227  -0.078
H  -2.792  2.390  -3.585  0.025
H  -1.911  1.187  -3.915  -0.005
O  2.923  -2.446  3.482  -0.064
H  2.361  -2.995  4.049  0.004
H  3.801  -2.850  3.560  0.060
O  2.529  -2.058  0.418  -0.054
H  2.795  -1.982  1.347  0.028
H  1.878  -1.349  0.303  0.037
O  -3.957  -4.539  -0.881  -0.058
H  -4.600  -4.577  -1.605  0.025
H  -3.388  -5.308  -1.035  0.013
O  -1.817  5.040  -0.109  -0.073
H  -2.649  5.300  0.313  0.041
H  -1.175  5.046  0.617  -0.005
O  -4.481  -2.014  1.186  -0.065
H  -4.519  -2.839  0.680  0.015
H  -3.923  -1.434  0.647  0.019
O  3.579  -5.137  1.101  -0.063
H  2.963  -4.389  1.092  0.004
H  3.482  -5.531  0.221  0.037
O  0.536  3.350  -3.727  -0.073
H  -0.080  4.098  -3.736  0.034
H  0.439  2.956  -4.607  0.049
O  -4.021  6.580  -1.376  -0.069
H  -4.664  6.542  -2.100  0.018
H  -3.451  5.811  -1.530  0.015
O  -6.045  -2.888  -2.542  -0.058
H  -6.810  -2.295  -2.561  0.047
H  -5.527  -2.628  -3.318  0.047
O  4.017  -0.922  -1.718  -0.063
H  3.455  -1.471  -1.151  -0.016
H  4.894  -1.327  -1.640  0.055
O  -2.240  -7.315  -1.440  -0.061
H  -2.732  -8.146  -1.358  0.050
H  -1.587  -7.496  -2.132  0.019
O  4.319  2.334  2.472  -0.064
H  4.423  2.023  1.560  0.021
H  3.369  2.503  2.556  0.001
O  4.223  2.172  -0.732  -0.065
H  4.186  1.347  -1.238  0.013
H  4.781  2.752  -1.271  0.027
O  3.538  4.072  4.939  -0.060
H  4.188  4.736  4.664  0.041
H  3.662  3.347  4.308  -0.005
O  2.766  -4.027  -2.301  -0.064
H  2.278  -3.480  -2.935  0.044
H  2.536  -3.647  -1.439  0.001
O  0.823  5.183  -1.664  -0.051
H  1.767  5.260  -1.458  0.057
H  0.445  6.016  -1.346  0.050
O  1.168  -3.707  5.540  -0.051
H  1.093  -4.649  5.754  0.056
H  0.611  -3.272  6.202  0.058
O  -1.254  -6.137  -3.847  -0.050
H  -0.311  -6.060  -3.640  0.062
H  -1.633  -5.304  -3.528  0.061
O  -4.442  6.879  -4.329  -0.065
H  -4.604  7.288  -5.193  0.047
H  -3.586  7.242  -4.055  0.042
O  -2.622  -8.529  -5.427  -0.069
H  -3.508  -8.575  -5.038  0.036
H  -2.158  -7.880  -4.877  -0.008
O  5.389  4.997  -0.536  -0.059
H  5.807  4.770  0.307  0.045
H  5.702  5.895  -0.719  0.044
O  6.843  3.426  4.453  -0.068
H  6.856  2.718  5.114  0.045
H  6.012  3.286  3.976  -0.009

Properties
HOMO level: -9.803 eV
E_tot: -99274.31229 eV

---

# 3
This record from the OMol25 dataset describes a cluster of 2 separate species, C5H13N2 in total at a distorted geometry. The level of theory is ωB97M-V/def2-TZVPD.

Each line ends with the natural charge from an NBO analysis.
Cartesian coordinates (Å):
C  -0.731  -1.858  1.451  -0.395
C  0.375  -0.969  0.845  -0.228
C  -0.479  -0.516  -0.504  0.473
C  0.958  0.247  1.519  -0.622
C  -1.519  -1.549  0.020  -0.492
N  -0.439  0.289  -1.507  -0.655
N  0.820  2.586  -1.649  -1.085
H  -0.373  -2.868  1.741  0.252
H  -1.253  -1.359  2.220  0.225
H  1.217  -1.606  0.449  0.254
H  1.398  -0.097  2.497  0.252
H  0.096  1.038  1.783  0.219
H  1.708  0.794  0.789  0.215
H  -2.567  -1.234  0.180  0.272
H  -1.646  -2.362  -0.834  0.271
H  0.269  1.019  -1.761  0.451
H  -1.083  0.132  -2.226  0.409
H  1.680  2.465  -2.299  0.389
H  1.224  2.528  -0.711  0.398
H  0.342  3.320  -2.002  0.397

Properties
HOMO level: -14.428 eV
Charge: +1
Relative energy (zero: lowest compared OMol25 entry of this formula, charge and spin): 78.2 kcal per mole
E_tot: -8367.41932 eV

---

# 4
This record from the OMol25 dataset describes a structure of composition C4H5NO2 at a distorted geometry. The level of theory is ωB97M-V/def2-TZVPD.

Each line ends with the natural charge from an NBO analysis.
Cartesian coordinates (Å):
N  -0.910  -0.500  1.263  -0.808
C  -0.192  -0.159  0.109  0.010
C  1.292  -0.260  0.091  -0.421
C  0.841  1.104  -0.242  0.034
O  0.350  1.068  -1.582  -0.492
C  -0.667  0.188  -1.251  0.735
O  -1.654  -0.049  -1.879  -0.550
H  -0.814  -1.496  1.429  0.380
H  -1.895  -0.255  1.253  0.386
H  1.768  -0.383  1.056  0.247
H  1.673  -0.870  -0.718  0.246
H  0.206  1.611  0.473  0.233

Properties
HOMO level: -9.187 eV
Relative energy (zero: lowest compared OMol25 entry of this formula, charge and spin): 67.8 kcal per mole
E_tot: -9811.37407 eV

---

# 5
This record from the OMol25 dataset describes a cluster of 12 separate species, C37H39F11O36 in total at a distorted geometry. The level of theory is ωB97M-V/def2-TZVPD.

Each line ends with the Löwdin charge.
Cartesian coordinates (Å):
O  3.658  -0.459  5.309  0.180
C  2.591  -0.590  4.806  -0.561
O  1.958  -1.752  4.607  0.088
C  0.631  -1.502  4.120  -0.040
C  0.829  -0.122  3.506  -0.302
F  -0.236  0.728  3.496  0.066
O  1.899  0.425  4.228  0.144
H  0.413  -2.260  3.368  0.052
H  -0.127  -1.618  4.896  0.152
H  1.131  -0.211  2.455  0.148
O  1.020  1.154  -7.638  0.187
C  0.407  1.813  -6.873  -0.544
O  0.061  1.409  -5.621  0.081
C  -0.796  2.392  -5.062  -0.075
C  -0.525  3.629  -5.905  -0.302
F  0.465  4.440  -5.397  0.052
O  -0.082  3.053  -7.092  0.142
H  -1.832  2.081  -4.915  0.150
H  -0.552  2.600  -4.018  0.109
H  -1.398  4.270  -5.999  0.157
O  4.132  -4.084  -0.710  0.149
C  4.675  -3.073  -1.049  -0.541
O  5.562  -2.462  -0.236  0.084
C  5.803  -1.156  -0.810  -0.028
C  5.633  -1.496  -2.306  -0.297
F  6.825  -1.807  -2.885  0.071
O  4.727  -2.559  -2.286  0.157
H  5.202  -0.339  -0.420  0.108
H  6.855  -0.936  -0.634  0.141
H  5.286  -0.607  -2.840  0.172
O  -2.239  -3.039  -1.142  0.170
C  -2.636  -4.132  -0.849  -0.565
O  -2.906  -4.495  0.408  0.050
C  -3.321  -5.866  0.456  -0.009
C  -3.691  -6.118  -1.044  -0.286
F  -5.030  -6.070  -1.232  0.088
O  -3.124  -5.021  -1.697  0.156
H  -2.504  -6.515  0.762  0.130
H  -4.238  -6.007  1.020  0.145
H  -3.283  -7.062  -1.401  0.168
O  -3.866  2.236  -1.720  0.187
C  -4.032  2.254  -0.546  -0.571
O  -5.106  1.880  0.096  0.105
C  -4.931  2.047  1.517  -0.017
C  -3.506  2.538  1.684  -0.224
F  -2.685  1.529  2.156  0.009
O  -3.071  2.699  0.339  0.095
H  -5.635  2.854  1.735  0.148
H  -5.288  1.164  2.037  0.126
H  -3.430  3.366  2.385  0.163
O  -5.865  -0.867  4.523  0.180
C  -4.950  -1.128  3.800  -0.558
O  -4.368  -2.329  3.675  0.104
C  -3.517  -2.301  2.536  -0.039
C  -3.346  -0.814  2.250  -0.292
F  -3.446  -0.537  0.921  0.092
O  -4.427  -0.245  2.955  0.095
H  -2.539  -2.771  2.627  0.118
H  -4.005  -2.842  1.725  0.132
H  -2.380  -0.420  2.565  0.141
O  -1.909  5.990  5.215  0.196
C  -1.206  5.451  4.433  -0.543
O  -1.581  4.462  3.588  0.065
C  -0.387  3.874  3.074  -0.073
C  0.548  5.050  3.099  -0.278
F  0.298  5.769  1.952  0.052
O  0.107  5.741  4.240  0.153
H  -0.121  3.063  3.757  0.134
H  -0.417  3.346  2.123  0.113
H  1.595  4.760  3.062  0.164
O  -2.367  4.779  -3.741  0.193
C  -1.776  4.943  -2.730  -0.526
O  -1.430  6.128  -2.147  0.083
C  -1.050  5.815  -0.798  -0.049
C  -0.380  4.504  -1.059  -0.309
F  -0.266  3.792  0.092  0.054
O  -1.289  3.923  -1.967  0.105
H  -0.339  6.556  -0.445  0.141
H  -1.926  5.699  -0.161  0.152
H  0.609  4.633  -1.504  0.179
O  3.135  0.647  -0.043  0.156
C  1.947  0.549  -0.101  -0.529
O  1.058  1.201  0.660  0.063
C  -0.239  0.696  0.387  -0.054
C  -0.036  0.094  -1.009  -0.268
F  -0.291  1.032  -1.965  0.090
O  1.305  -0.300  -0.930  0.145
H  -0.563  -0.064  1.103  0.112
H  -0.997  1.475  0.357  0.113
H  -0.700  -0.740  -1.232  0.159
O  6.097  5.946  1.926  0.184
C  5.422  5.164  1.335  -0.572
O  5.857  4.035  0.773  0.093
C  4.756  3.256  0.313  -0.060
C  3.625  4.280  0.313  -0.280
F  2.491  3.831  0.924  0.054
O  4.103  5.320  1.147  0.150
H  4.818  2.721  -0.633  0.131
H  4.594  2.460  1.044  0.133
H  3.385  4.508  -0.726  0.169
O  -1.373  -2.102  -6.014  0.201
C  -0.793  -2.559  -5.094  -0.556
O  -0.090  -3.693  -5.111  0.088
C  0.126  -4.106  -3.774  -0.050
C  0.157  -2.737  -3.065  -0.310
F  1.457  -2.307  -3.095  0.061
O  -0.697  -1.956  -3.874  0.139
H  -0.760  -4.659  -3.445  0.131
H  1.041  -4.684  -3.701  0.142
H  -0.147  -2.841  -2.027  0.114
C  1.385  -6.741  1.704  -0.002
C  1.588  -5.273  1.343  -0.261
C  1.038  -4.900  -0.022  -0.062
O  0.397  -3.635  0.245  0.070
C  0.229  -3.481  1.557  -0.530
O  -0.302  -2.530  2.080  0.097
O  0.689  -4.539  2.205  0.108
H  1.394  -6.968  2.767  0.092
H  2.121  -7.366  1.194  0.096
H  0.402  -7.059  1.349  0.076
H  2.572  -4.852  1.548  0.164
H  0.313  -5.571  -0.482  0.136
H  1.919  -4.779  -0.654  0.118

Properties
HOMO level: -10.944 eV
SMILES string: O=C1OC[C@@H](F)O1.O=C1OC[C@@H](F)O1.O=C1OC[C@@H](F)O1.O=C1OC[C@@H](F)O1.O=C1OC[C@@H](F)O1.O=C1OC[C@@H](F)O1.O=C1OC[C@@H](F)O1.O=C1OC[C@@H](F)O1.O=C1OC[C@@H](F)O1.O=C1OC[C@@H](F)O1.O=C1OC[C@@H](F)O1.C[C@H]1COC(=O)O1
E_tot: -142604.33018 eV